The following is a quantum chemistry calculation of a single C6H12 molecule, from OMol25.

Results
E = -235.7794 Ha
maximum force = 0.2 eV Å⁻¹
frontier orbital gap = 11.41 eV
relative energy (zero: lowest compared OMol25 entry of this formula, charge and spin) = 1.058 eV

Structure (ORCA input):
```
! RIJCOSX wB97M-V def2-TZVPD def2/J DEFGRID3
* xyz 0 1
C 0.95 1.18 -0.72
H 0.62 -0.58 1.47
C 2.18 0.33 -0.60
H 0.49 -2.06 0.54
H -1.74 -1.37 -0.32
C 0.81 -0.31 -0.65
C -1.33 -0.92 0.59
C -1.90 0.49 0.75
H -1.70 -1.54 1.42
H -1.51 1.17 -0.02
H 0.66 1.76 0.15
H 2.83 0.24 -1.47
H 2.70 0.35 0.35
H 0.74 1.68 -1.66
H -2.99 0.50 0.66
C 0.20 -1.00 0.55
H -1.64 0.93 1.72
H 0.57 -0.80 -1.60
*
```